[1]
ORCA calculation (wB97M-V/def2-TZVPD) on the ion CH5N2O with charge +1 in a non-equilibrium geometry.

Geometry as XYZ:
```
9
Properties=species:S:1:pos:R:3:forces:R:3
C 0.5542 -0.0337 0.5228 -1.73 -1.36 -0.42
N 1.4137 0.8392 -0.1102 1.01 -1.36 1.44
N -0.9417 -0.2567 -0.1284 -1.47 -1.30 2.83
O 1.4492 -0.7548 -0.1381 0.64 1.07 0.23
H 0.4475 -0.0598 1.6152 -0.12 0.05 -0.42
H 1.1884 1.0185 -1.0472 -0.68 0.54 -1.83
H -1.3405 0.6450 -0.0566 -0.86 1.57 0.15
H -1.6733 -0.8839 0.4289 2.31 1.28 -1.00
H -1.0977 -0.5138 -1.0864 0.91 -0.49 -0.97
```
Positions in Å, forces in eV/Å.

Calculated values
Net charge: +1
Energy relative to the best compared isomer or geometry (same formula, charge and spin): 93.4 kcal per mole
Spin multiplicity: 1
LUMO level: -4.4 eV
SMILES: [NH3+][C@@H]1NO1
DFT total energy: -225.45829 hartree
Gap between HOMO and LUMO: 12.04 eV

[2]
ORCA calculation (wB97M-V/def2-TZVPD) on the molecule C3H6N4O2 in a non-equilibrium geometry.

Geometry as XYZ:
```
15
Properties=species:S:1:pos:R:3:forces:R:3
C 0.8965 -0.0895 0.6638 -5.05 -0.20 1.08
C 1.8976 -0.3926 1.7232 5.49 1.04 -1.85
C -1.3808 0.3579 -0.1453 1.96 2.44 1.90
H 1.1449 -0.3723 -1.3171 -1.73 -1.70 2.54
H 2.2805 -1.0346 -0.4429 -2.58 -0.49 1.53
H 1.7600 -0.0812 2.7895 0.18 -0.73 -0.73
H -3.2144 0.7161 -0.4233 0.27 -0.61 2.69
H -2.6773 0.0218 1.2967 -0.82 1.25 -1.76
H -0.4259 0.2835 -2.9459 1.87 1.76 3.50
N 1.1894 -0.9339 -0.3264 3.21 1.78 -6.49
N -0.3254 0.5227 0.8891 3.35 -2.48 -2.08
N -2.5610 0.6322 0.4317 -2.37 -1.23 0.74
N -1.4978 0.4463 -1.4138 3.55 -0.42 -0.90
O 3.0302 -0.7513 1.1924 -4.03 1.26 4.35
O -0.1165 0.6748 -1.9716 -3.30 -1.66 -4.51
```
Positions in Å, forces in eV/Å.

Calculated values
Energy relative to the best compared isomer or geometry (same formula, charge and spin): 134.6 kcal per mole
Spin multiplicity: 1
LUMO level: -1.1 eV
SMILES: N/C(C=O)=N\C(N)=N/O
DFT total energy: -487.23839 hartree
Gap between HOMO and LUMO: 7.88 eV

[3]
ORCA calculation (wB97M-V/def2-TZVPD) on a cluster of 2 separate species, C14H16ClN2O3S in total in a non-equilibrium geometry.

Geometry as XYZ:
```
37
Properties=species:S:1:pos:R:3:forces:R:3
C -3.8312 0.1593 3.5196 -0.05 0.00 -0.25
N -2.4120 0.1886 3.7532 -0.27 -0.10 1.44
C -1.7473 -1.0281 3.3730 -0.80 -0.23 -0.51
C -0.2832 -1.0196 3.6977 1.03 -0.17 -0.48
C 0.4383 0.2113 3.1430 -0.10 -0.20 0.74
O 1.4790 0.2051 2.5237 -0.72 0.13 0.91
C -0.2886 1.4373 3.7011 0.76 0.25 -0.37
C -1.7769 1.4424 3.4522 -0.85 0.25 -0.60
H -4.3320 1.0258 3.9659 0.18 -0.05 0.01
H -4.0750 0.1576 2.4414 -0.03 0.01 0.00
H -4.2755 -0.7444 3.9551 0.14 0.11 -0.03
H -2.2306 -1.8323 3.9357 0.00 -0.13 -0.05
H -1.9241 -1.2413 2.3029 0.30 -0.09 0.09
H -0.1402 -1.0283 4.7884 -0.03 0.14 -0.17
H 0.2012 -1.8988 3.2931 0.05 -0.31 -0.10
H -0.1100 1.4737 4.7873 0.07 -0.18 -0.22
H 0.1625 2.3138 3.2605 0.10 0.41 -0.10
H -2.0151 1.7379 2.4119 0.36 0.06 0.09
H -2.2479 2.1958 4.0978 0.08 0.04 -0.09
N 2.5819 0.1984 -8.5212 -0.47 -0.27 2.31
C 2.3605 0.0665 -7.3790 0.40 0.20 -1.88
C 2.1069 -0.0909 -5.9627 -0.08 0.14 0.12
C 0.9087 -0.6495 -5.5053 -0.09 -0.03 0.04
C 0.6763 -0.8007 -4.1378 -0.08 0.10 -0.23
C 1.6240 -0.3700 -3.2057 0.51 -0.52 0.31
S 1.4527 -0.8164 -1.4080 -2.17 1.75 1.23
C 0.8281 0.5216 -0.3567 2.57 -0.67 -1.89
Cl -0.6931 0.3025 0.3664 -1.31 -0.22 -0.07
O 0.3631 -1.7784 -1.4194 0.36 -0.77 -0.20
O 2.7868 -1.2572 -1.0474 -0.18 0.38 -0.44
C 2.8289 0.1665 -3.6640 -0.05 0.14 -0.35
C 3.0612 0.3241 -5.0288 0.19 0.10 0.14
H 0.1662 -0.9838 -6.2331 0.21 0.06 0.26
H -0.2354 -1.3001 -3.8198 0.21 0.17 0.19
H 0.9706 1.5322 -0.7407 0.20 -0.33 0.00
H 3.6178 0.4261 -2.9657 -0.18 -0.04 0.04
H 4.0037 0.7529 -5.3743 -0.27 -0.15 0.08
```
Positions in Å, forces in eV/Å.

Calculated values
Net charge: -1
Energy relative to the best compared isomer or geometry (same formula, charge and spin): 0.0 kcal per mole
Spin multiplicity: 1
LUMO level: 2.8 eV
DFT total energy: -1736.64402 hartree
Gap between HOMO and LUMO: 5.92 eV

[4]
ORCA calculation (wB97M-V/def2-TZVPD) on the molecule C19H25NO3.

Geometry as XYZ:
```
48
Properties=species:S:1:pos:R:3:forces:R:3
O -2.0772 -3.4957 1.2194 0.06 0.01 0.20
C -2.4940 -3.0073 0.2025 -0.01 0.06 0.13
O -3.1025 -3.7179 -0.7479 -0.34 -0.22 -0.58
H -3.0584 -4.6642 -0.5402 0.08 0.20 0.23
C -2.4865 -1.5238 -0.1125 0.16 -0.13 0.16
C -3.6939 -0.8622 0.5771 0.14 -0.06 -0.16
C -3.7691 0.5972 0.2314 -0.10 -0.02 0.09
C -4.2632 0.9965 -1.0048 0.02 0.00 0.04
C -4.3074 2.3355 -1.3482 -0.01 0.03 -0.09
C -3.8552 3.2960 -0.4588 0.01 0.10 -0.01
C -3.3618 2.9090 0.7750 0.04 0.10 0.03
C -3.3186 1.5682 1.1163 -0.03 -0.03 -0.01
H -2.9359 1.2723 2.0829 0.03 -0.05 0.10
H -3.0102 3.6535 1.4748 0.02 0.06 0.05
H -3.8902 4.3420 -0.7256 -0.01 0.08 -0.02
H -4.6969 2.6315 -2.3113 -0.03 0.02 -0.07
H -4.6191 0.2498 -1.7001 -0.05 -0.10 -0.08
H -3.6007 -0.9950 1.6568 -0.05 -0.03 0.00
H -4.6031 -1.3676 0.2438 -0.02 -0.01 0.08
H -2.5728 -1.4123 -1.1955 0.00 0.01 0.09
C -1.1599 -0.9425 0.3700 -0.21 -0.37 -0.28
C -0.0196 -1.7180 -0.2706 -0.03 0.35 0.23
O -0.2150 -2.6526 -1.0293 -0.07 -0.18 -0.24
N 1.2179 -1.3109 0.0556 0.31 -0.05 -0.08
C 1.5675 -0.2249 0.9469 -0.10 0.32 0.28
H 1.1066 -0.3572 1.9303 0.04 0.09 -0.03
C 3.0984 -0.2854 1.0298 0.09 0.01 0.03
C 3.7836 1.0467 1.3260 -0.23 -0.01 -0.03
C 3.7454 2.0101 0.1438 0.27 -0.09 0.05
C 4.3145 1.3384 -1.1006 -0.33 0.10 -0.08
C 3.4849 0.1085 -1.4525 0.33 -0.03 0.13
C 3.4963 -0.9135 -0.3150 -0.26 -0.08 -0.03
C 2.3960 -1.9549 -0.5022 0.21 -0.32 -0.19
H 2.2087 -2.2159 -1.5452 0.06 -0.03 0.06
H 2.6141 -2.8770 0.0489 0.01 0.00 -0.09
H 4.4833 -1.3766 -0.2532 0.00 -0.02 0.01
H 3.8751 -0.3606 -2.3579 -0.10 -0.04 -0.04
H 2.4569 0.4146 -1.6553 -0.11 0.02 -0.08
H 4.3108 2.0383 -1.9382 0.10 0.00 -0.02
H 5.3493 1.0423 -0.9143 0.11 0.01 -0.02
H 4.3250 2.9023 0.3883 -0.07 0.06 0.01
H 2.7198 2.3279 -0.0535 -0.05 0.08 -0.03
H 3.3174 1.5052 2.2009 0.08 0.01 0.09
H 4.8279 0.8444 1.5753 0.03 0.02 0.08
H 3.3634 -0.9917 1.8242 -0.05 -0.01 -0.05
H 1.2273 0.7336 0.5392 0.01 0.02 0.07
H -1.0891 0.1174 0.1194 0.03 0.01 0.06
H -1.0898 -1.0532 1.4544 0.01 0.09 0.04
```
Positions in Å, forces in eV/Å.

Calculated values
Energy relative to the best compared isomer or geometry (same formula, charge and spin): 0.0 kcal per mole
Spin multiplicity: 1
LUMO level: 0.7 eV
SMILES: O=C(O)[C@H](CC(=O)N1C[C@H]2CCCC[C@H]2C1)Cc1ccccc1
DFT total energy: -1019.54864 hartree
Gap between HOMO and LUMO: 9.79 eV

[5]
ORCA calculation (wB97M-V/def2-TZVPD) on the molecule C3H2N4 in a non-equilibrium geometry.

Geometry as XYZ:
```
9
Properties=species:S:1:pos:R:3:forces:R:3
N 3.1410 0.1235 0.1505 -1.64 0.07 -0.02
C 1.9806 0.1662 0.1371 1.91 -0.04 0.04
C 0.5596 0.1556 0.0942 -0.05 0.26 -0.01
C -0.2820 -0.8980 -0.3174 0.22 -0.39 0.12
N -1.5215 -0.5255 -0.1239 1.67 -0.46 0.69
N -1.3886 0.7440 0.4054 -3.10 -2.25 -1.56
N -0.1695 1.2097 0.4671 0.16 -0.18 -0.46
H -0.0229 -1.8689 -0.7056 0.08 0.03 0.00
H -2.2966 0.8935 -0.1074 0.75 2.96 1.20
```
Positions in Å, forces in eV/Å.

Calculated values
Energy relative to the best compared isomer or geometry (same formula, charge and spin): 41.2 kcal per mole
Spin multiplicity: 1
LUMO level: 0.1 eV
SMILES: N#Cc1cn[nH]n1
DFT total energy: -334.45945 hartree
Gap between HOMO and LUMO: 10.92 eV

[6]
ORCA calculation (wB97M-V/def2-TZVPD) on the molecule C24H30FN3O2.

Geometry as XYZ:
```
60
Properties=species:S:1:pos:R:3:forces:R:3
C 8.0949 -2.8065 0.1708 0.19 -0.11 0.08
H 7.9027 -3.4135 1.0619 0.01 0.01 -0.05
O 6.9140 -2.2319 -0.3298 -0.33 0.05 -0.14
C 5.9148 -3.0605 -0.7526 -0.13 0.06 -0.09
C 4.7763 -2.4301 -1.2497 0.17 -0.05 0.06
C 3.6963 -3.1659 -1.7046 0.14 -0.10 0.01
C 3.7547 -4.5539 -1.6651 -0.05 -0.03 -0.04
C 4.8847 -5.1825 -1.1789 -0.07 -0.03 -0.04
C 5.9672 -4.4496 -0.7210 0.30 0.06 0.14
H 6.8342 -4.9694 -0.3448 0.09 -0.01 0.04
H 4.9294 -6.2616 -1.1490 0.01 -0.08 0.01
H 2.9169 -5.1395 -2.0137 -0.11 -0.05 -0.02
C 2.4888 -2.4504 -2.2479 -0.05 0.11 -0.06
N 2.1087 -1.3382 -1.3963 -0.01 -0.03 -0.13
C 1.1321 -0.4721 -2.0234 0.05 0.28 -0.07
C 0.9449 0.7836 -1.1775 -0.14 -0.08 -0.09
H 0.2594 1.4609 -1.6892 0.01 0.07 0.00
H 1.9133 1.2774 -1.0767 -0.01 0.05 -0.04
C 0.4311 0.4237 0.2232 0.18 -0.09 0.14
C -1.0104 -0.0717 0.1624 0.23 0.26 0.05
O -1.3142 -1.2384 0.3312 0.09 -0.37 0.12
N -1.9644 0.8516 -0.1305 -0.39 0.08 -0.17
C -1.8535 2.2908 -0.1434 0.10 0.32 0.29
H -0.8201 2.6161 -0.0582 0.00 -0.05 -0.04
C -2.6704 2.8743 1.0154 0.31 0.15 -0.14
N -4.0516 2.4567 0.8950 0.11 -0.05 -0.28
C -5.0674 3.2515 1.4033 -0.23 0.25 0.10
C -5.1751 4.6036 1.0496 -0.02 0.12 0.06
C -6.1982 5.4140 1.4901 0.14 -0.07 -0.05
C -7.1877 4.8873 2.3029 -0.01 -0.06 0.02
C -7.1236 3.5527 2.6601 -0.14 0.08 0.05
C -6.0837 2.7528 2.2248 0.19 0.02 -0.04
H -6.0508 1.7226 2.5416 0.04 -0.11 0.00
H -7.8856 3.1267 3.2954 -0.06 -0.04 0.05
H -7.9963 5.5125 2.6462 -0.08 0.06 0.03
H -6.2161 6.4457 1.1754 0.03 0.10 -0.06
F -4.2513 5.1608 0.2203 -0.12 -0.20 0.08
C -4.1718 1.0158 0.9313 0.03 -0.12 -0.30
H -5.2155 0.7343 0.7894 0.04 -0.01 0.04
C -3.3474 0.4287 -0.2175 -0.25 -0.37 0.17
H -3.3686 -0.6612 -0.1791 -0.03 0.17 -0.05
H -3.7598 0.7739 -1.1717 -0.03 -0.01 0.07
H -3.8098 0.5998 1.8849 -0.07 -0.02 -0.01
H -2.5946 3.9588 1.0005 -0.04 -0.06 0.02
H -2.2467 2.5083 1.9666 0.02 0.04 -0.05
H -2.2645 2.6661 -1.0881 0.07 0.04 0.06
C 1.3643 -0.6312 0.8275 -0.25 -0.15 -0.05
C 1.6010 -1.8052 -0.1166 0.06 -0.07 0.29
H 2.3460 -2.4740 0.3213 -0.07 0.02 0.01
H 0.6614 -2.3656 -0.2422 0.14 0.00 -0.01
H 0.9400 -1.0088 1.7588 0.05 0.02 0.03
H 2.3232 -0.1571 1.0454 0.02 0.02 0.03
H 0.4636 1.3095 0.8671 -0.03 -0.04 -0.08
H 1.5025 -0.1872 -3.0127 -0.07 -0.04 0.03
H 0.1581 -0.9791 -2.1540 0.05 -0.01 -0.06
H 1.6584 -3.1675 -2.3828 0.07 0.04 -0.02
H 2.7406 -2.0434 -3.2340 -0.10 -0.05 0.03
H 4.7391 -1.3531 -1.2659 0.00 0.17 0.02
H 8.7397 -1.9708 0.4389 -0.01 -0.09 0.00
H 8.5966 -3.4207 -0.5846 -0.03 0.01 0.04
```
Positions in Å, forces in eV/Å.

Calculated values
Energy relative to the best compared isomer or geometry (same formula, charge and spin): 44.7 kcal per mole
Spin multiplicity: 1
LUMO level: 0.8 eV
SMILES: COc1cccc(CN2CCC(C(=O)N3CCN(c4ccccc4F)CC3)CC2)c1
DFT total energy: -1347.15321 hartree
Gap between HOMO and LUMO: 8.86 eV